65
Properties=species:S:1:pos:R:3 method="wB97M-V/def2-TZVPD" fmax_ev_per_a=6.13 charge=+2 gap_ha="0.25899 / 0.11376" multiplicity=5 relative_energy_ev=0.000 e_tot_ev=-61863.411
Pd 1.600 -1.590 -0.673
F -1.308 -0.944 -3.262
B -1.931 -0.828 -2.036
F -1.543 -1.846 -1.105
F -1.664 0.404 -1.367
F -3.352 -0.969 -2.183
B 4.701 -4.111 1.642
C 3.601 -3.512 0.725
N 2.719 -3.042 0.077
H 5.802 -3.601 1.331
H 4.897 -5.287 1.497
H 4.709 -3.716 2.725
C 1.336 -4.097 -4.370
C 1.780 -2.937 -3.468
C 3.271 -2.930 -3.173
C 1.362 -1.675 -4.205
N 1.087 -3.057 -2.157
N 1.132 -4.479 -1.719
H 1.981 -4.149 -5.280
H 0.280 -4.078 -4.681
H 1.642 -5.040 -3.909
H 3.880 -3.283 -4.023
H 3.592 -3.478 -2.278
H 3.526 -1.881 -3.006
H 1.755 -1.709 -5.244
H 1.785 -0.793 -3.726
H 0.238 -1.545 -4.141
H 0.095 -2.862 -2.346
H 0.413 -4.633 -1.040
H 1.967 -4.427 -1.109
S 1.797 0.125 0.818
Sb -0.417 1.128 1.126
C 0.166 1.911 3.002
C 1.053 2.923 2.962
C 1.099 3.868 4.009
C 0.439 3.666 5.184
C -0.262 2.413 5.335
C -0.364 1.538 4.254
C -0.579 2.854 -0.090
C 0.389 3.832 -0.091
C 0.120 5.143 -0.548
C -1.200 5.456 -0.957
C -2.163 4.472 -0.975
C -1.866 3.137 -0.523
C -2.454 0.566 1.770
C -3.158 -0.334 0.970
C -4.550 -0.338 0.956
C -5.275 0.548 1.793
C -4.570 1.427 2.612
C -3.196 1.391 2.609
H 1.715 3.171 2.127
H 1.666 4.784 3.862
H 0.481 4.368 6.013
H -0.731 2.130 6.301
H -0.912 0.588 4.369
H 1.415 3.601 0.303
H 0.943 5.829 -0.537
H -1.346 6.449 -1.378
H -3.176 4.652 -1.352
H -2.632 2.382 -0.645
H -2.616 -1.119 0.457
H -5.132 -1.071 0.324
H -6.389 0.481 1.891
H -5.033 2.137 3.257
H -2.613 1.987 3.298

---

67
Properties=species:S:1:pos:R:3 method="wB97M-V/def2-TZVPD" fmax_ev_per_a=0.38 charge=+1 gap_ha="0.25178 / 0.25173" relative_energy_ev=0.000 e_tot_ev=-118257.166
Pd -0.134 0.265 -0.497
C 0.663 -3.006 -1.435
C 1.694 -1.938 -1.555
C 3.025 -2.017 -1.954
C 3.520 -0.721 -1.882
C 4.885 -0.212 -2.195
N 2.528 0.075 -1.456
N 1.419 -0.670 -1.259
B 2.482 1.618 -1.250
N 1.274 2.119 -2.107
N 0.066 1.509 -2.022
C -0.785 2.090 -2.863
C -2.209 1.668 -2.960
C -0.098 3.102 -3.535
C 1.195 3.086 -3.037
C 2.354 3.947 -3.410
N 2.308 1.917 0.245
N 1.392 1.235 0.992
C 1.456 1.717 2.223
C 0.546 1.210 3.293
C 2.432 2.722 2.294
C 2.953 2.816 1.020
C 4.026 3.718 0.510
H 0.970 -3.901 -1.972
H 0.517 -3.285 -0.387
H -0.285 -2.666 -1.857
H 3.560 -2.897 -2.265
H 5.525 -1.043 -2.484
H 4.860 0.506 -3.014
H 5.327 0.282 -1.331
H 3.484 2.108 -1.668
H -2.341 0.664 -2.554
H -2.848 2.346 -2.394
H -2.543 1.674 -3.996
H -0.488 3.758 -4.293
H 2.033 4.688 -4.138
H 2.755 4.470 -2.542
H 3.160 3.359 -3.847
H 0.139 0.237 3.016
H 1.075 1.105 4.239
H -0.288 1.896 3.453
H 2.724 3.296 3.157
H 4.405 4.326 1.328
H 4.859 3.153 0.089
H 3.655 4.389 -0.265
C -3.996 -2.785 1.960
Te -2.465 -2.602 0.527
C -1.378 -3.911 1.792
C -2.441 -4.636 2.589
C -2.156 -5.827 3.248
C -3.143 -6.464 3.980
C -4.421 -5.922 4.050
C -4.713 -4.740 3.390
C -3.721 -4.092 2.662
H -4.957 -2.730 1.452
H -3.897 -1.908 2.606
H -0.729 -3.284 2.409
H -0.762 -4.578 1.192
H -1.163 -6.256 3.187
H -2.920 -7.390 4.491
H -5.193 -6.426 4.614
H -5.709 -4.320 3.440
O -3.677 -0.440 0.115
Se -2.659 0.371 1.095
O -1.681 1.419 0.319
O -1.520 -1.031 1.265
O -3.205 0.787 2.527

---

70
Properties=species:S:1:pos:R:3 method="wB97M-V/def2-TZVPD" fmax_ev_per_a=5.29 charge=+1 gap_ha="0.29556 / 0.31482" multiplicity=2 relative_energy_ev=1.361 e_tot_ev=-155944.959
V 0.448 0.811 -0.010
C 2.885 2.461 -1.039
N 2.021 2.297 0.129
C 1.413 3.607 0.407
C 2.793 1.872 1.298
C 1.802 1.493 2.393
N 0.674 0.843 1.754
C -0.267 0.323 2.624
C -1.564 0.846 2.624
F -1.802 1.874 1.786
C -2.560 0.344 3.450
F -3.781 0.871 3.409
C -2.280 -0.701 4.317
C -1.006 -1.244 4.324
F -0.731 -2.284 5.111
C -0.013 -0.735 3.499
F 1.224 -1.287 3.487
H 3.565 3.310 -0.903
H 2.260 2.640 -1.916
H 3.481 1.563 -1.206
H 2.171 4.306 0.783
H 0.608 3.513 1.136
H 0.998 4.012 -0.515
H 3.471 2.664 1.649
H 3.384 0.991 1.026
H 1.442 2.387 2.923
H 2.285 0.845 3.135
H -3.044 -1.084 4.972
Br -5.717 0.291 -0.009
C -4.627 1.380 -1.111
C -5.218 2.156 -2.104
N -4.521 2.959 -2.880
C -3.219 3.054 -2.706
C -2.533 2.311 -1.743
C -3.253 1.433 -0.936
C -1.067 2.502 -1.552
O -0.364 3.145 -2.304
O -0.584 1.976 -0.470
H -6.284 2.126 -2.282
H -2.686 3.742 -3.346
H -2.737 0.810 -0.218
C -3.111 -2.095 -0.226
Si -1.252 -2.004 -0.639
C -0.305 -3.496 0.116
C -1.148 -2.040 -2.562
O -0.568 -0.677 -0.043
H -3.426 -3.132 -0.227
H -3.702 -1.587 -0.982
H -3.366 -1.677 0.741
H -0.867 -4.410 -0.038
H -0.171 -3.372 1.187
H 0.677 -3.641 -0.329
H -2.091 -2.377 -2.981
H -0.385 -2.723 -2.925
H -0.941 -1.051 -2.965
C 3.958 -3.369 -1.464
N 3.088 -2.222 -1.367
C 2.499 -1.563 -2.512
C 1.709 -0.455 -1.826
O 0.957 0.361 -2.308
N 1.953 -0.517 -0.491
C 2.696 -1.599 -0.247
N 3.044 -1.971 0.983
H 4.292 -3.462 -2.495
H 3.441 -4.293 -1.188
H 4.837 -3.244 -0.828
H 1.842 -2.226 -3.086
H 3.258 -1.159 -3.190
H 2.565 -1.539 1.762
H 3.447 -2.879 1.142

---

62
Properties=species:S:1:pos:R:3 method="wB97M-V/def2-TZVPD" fmax_ev_per_a=0.54 charge=+1 gap_ha=0.26135 relative_energy_ev=2.824 e_tot_ev=-69988.031
Pt -0.322 -0.398 -1.078
F -4.905 -0.344 -3.742
C -3.695 -0.882 -3.591
C -2.902 -0.426 -2.547
C -1.650 -0.982 -2.394
C -1.201 -1.999 -3.253
C -2.034 -2.390 -4.294
F -1.613 -3.325 -5.155
C -3.288 -1.849 -4.486
C 0.133 -2.511 -2.971
C 0.697 -3.678 -3.466
C 1.971 -4.037 -3.071
C 2.672 -3.217 -2.200
C 2.052 -2.088 -1.714
N 0.810 -1.742 -2.078
H -3.291 0.338 -1.896
H -3.916 -2.168 -5.304
H 0.134 -4.288 -4.153
H 2.418 -4.947 -3.448
H 3.680 -3.445 -1.888
H 2.563 -1.414 -1.045
C 3.555 -2.427 3.474
C 3.345 -2.173 1.985
S 1.650 -1.661 1.559
C 1.914 0.027 0.956
C 2.139 1.098 2.009
S 0.797 1.277 3.205
C 1.547 0.831 4.792
C 1.947 -0.627 4.989
S 3.675 -0.932 4.483
H 4.501 -2.954 3.609
H 2.772 -3.070 3.878
H 3.551 -3.085 1.421
H 4.034 -1.403 1.636
H 1.010 0.258 0.337
H 2.739 0.052 0.239
H 2.319 2.057 1.522
H 3.034 0.824 2.569
H 0.755 1.086 5.499
H 2.380 1.505 4.997
H 1.292 -1.277 4.413
H 1.858 -0.889 6.043
C -0.966 2.781 -1.211
C -2.417 3.274 -1.451
N -3.137 3.292 -0.180
C -2.439 4.176 0.754
C -1.011 3.638 1.029
N -0.763 2.441 0.200
C -1.730 1.421 0.548
C -3.180 1.952 0.377
H -0.224 3.525 -1.504
H -0.728 1.846 -1.736
H -2.960 2.643 -2.158
H -2.416 4.285 -1.859
H -3.025 4.230 1.672
H -2.414 5.174 0.317
H -0.875 3.367 2.074
H -0.243 4.369 0.777
H -1.532 1.040 1.547
H -1.598 0.506 -0.149
H -3.656 1.994 1.358
H -3.808 1.318 -0.246

---

63
Properties=species:S:1:pos:R:3 method="wB97M-V/def2-TZVPD" fmax_ev_per_a=1.04 gap_ha="0.26464 / 0.26249" multiplicity=5 e_tot_ev=-164586.219
Fe -0.127 0.828 0.415
S 1.490 -0.807 0.538
C 1.407 -0.217 2.190
S -0.164 0.346 2.705
C 2.528 -0.127 2.976
C 3.832 -0.441 2.449
N 4.875 -0.676 2.014
C 2.454 0.338 4.337
N 2.411 0.703 5.430
O -1.895 -0.044 -0.251
S -2.808 -1.137 0.275
C -3.575 -0.446 1.769
C -5.083 -0.507 1.563
C -5.310 -0.120 0.102
C -4.333 -0.976 -0.701
H -3.193 0.575 1.815
H -3.213 -1.001 2.634
H -5.605 0.152 2.256
H -5.445 -1.524 1.734
H -5.091 0.940 -0.047
H -6.338 -0.300 -0.209
H -4.026 -0.553 -1.658
H -4.708 -1.990 -0.859
C 5.919 2.997 -1.137
C 4.730 2.510 -0.305
C 3.491 2.202 -1.139
C 2.849 3.463 -1.700
N 1.627 3.173 -2.473
C 0.416 2.938 -1.950
Se -0.003 3.187 -0.136
N -0.421 2.636 -2.969
C -1.839 2.268 -2.886
C -2.761 3.370 -3.400
C -2.812 4.599 -2.493
C -3.639 4.361 -1.229
C 0.291 2.646 -4.169
C -0.101 2.396 -5.477
C 0.872 2.505 -6.454
C 2.194 2.847 -6.131
C 2.576 3.090 -4.824
C 1.592 2.985 -3.852
H 6.805 3.118 -0.511
H 5.723 3.962 -1.617
H 6.163 2.271 -1.920
H 4.476 3.260 0.452
H 5.009 1.604 0.231
H 2.761 1.681 -0.525
H 3.752 1.529 -1.965
H 3.529 3.982 -2.374
H 2.581 4.144 -0.897
H -2.058 2.018 -1.858
H -1.962 1.361 -3.478
H -3.766 2.944 -3.490
H -2.444 3.658 -4.406
H -3.241 5.432 -3.056
H -1.796 4.895 -2.215
H -4.649 4.023 -1.485
H -3.731 5.280 -0.645
H -3.172 3.612 -0.582
H -1.122 2.126 -5.725
H 0.607 2.322 -7.488
H 2.931 2.923 -6.921
H 3.602 3.338 -4.576

---

66
Properties=species:S:1:pos:R:3 method="wB97M-V/def2-TZVPD" fmax_ev_per_a=0.70 charge=+2 gap_ha=0.31193 relative_energy_ev=0.638 e_tot_ev=-87706.899
Sc -0.342 0.285 0.733
I 3.063 0.406 3.887
C 1.640 1.785 4.598
I -0.377 1.361 4.118
H 1.862 2.759 4.181
H 1.691 1.804 5.681
O -2.304 -0.086 -0.085
C -3.073 -1.318 -0.038
C -3.795 -1.420 1.290
C -2.904 -1.068 2.484
C -1.673 -1.915 2.662
C -1.694 -3.046 3.463
C -0.527 -3.755 3.691
C 0.658 -3.318 3.119
C 0.615 -2.199 2.316
N -0.521 -1.522 2.068
H -2.741 0.667 -0.529
H -2.339 -2.116 -0.176
H -3.744 -1.332 -0.894
H -4.186 -2.435 1.393
H -4.659 -0.754 1.295
H -3.494 -1.136 3.398
H -2.607 -0.013 2.421
H -2.622 -3.345 3.931
H -0.538 -4.628 4.330
H 1.594 -3.826 3.298
H 1.516 -1.815 1.852
C 1.856 -4.010 -2.579
C 1.630 -3.906 -1.085
N 0.998 -2.622 -0.780
C 1.118 -1.503 -1.534
N 0.482 -0.406 -1.110
C 0.463 0.781 -1.989
C 0.694 0.421 -3.441
C 1.973 -0.382 -3.519
N 1.855 -1.553 -2.647
C 2.583 -2.767 -3.042
H 0.902 -4.103 -3.101
H 2.451 -4.891 -2.812
H 2.579 -3.990 -0.549
H 0.970 -4.691 -0.720
H 0.226 -2.617 -0.140
H 1.237 1.488 -1.669
H -0.508 1.282 -1.879
H 0.769 1.324 -4.046
H -0.136 -0.171 -3.831
H 2.845 0.212 -3.233
H 2.141 -0.756 -4.528
H 3.595 -2.730 -2.628
H 2.674 -2.742 -4.127
O -2.927 3.980 0.848
S -2.075 3.312 -0.071
O -2.638 2.503 -1.124
N -1.037 2.301 0.731
C 0.244 2.648 0.562
O 1.105 1.781 0.913
C 0.442 3.901 -0.191
C 1.612 4.579 -0.492
C 1.504 5.736 -1.257
C 0.266 6.192 -1.701
C -0.913 5.512 -1.400
C -0.786 4.367 -0.646
H 2.569 4.226 -0.134
H 2.392 6.297 -1.508
H 0.219 7.098 -2.290
H -1.873 5.878 -1.735

---

62
Properties=species:S:1:pos:R:3 method="wB97M-V/def2-TZVPD" fmax_ev_per_a=0.56 gap_ha=0.23870 relative_energy_ev=0.056 e_tot_ev=-46926.636
Li -0.905 -2.936 -0.684
C 2.103 3.261 0.393
C 2.746 1.877 0.226
C 2.532 1.090 1.519
C 4.257 2.042 0.011
C 2.136 1.170 -0.986
C 2.252 1.756 -2.261
C 1.750 1.151 -3.397
C 1.085 -0.064 -3.266
S 0.350 -1.085 -4.460
C -0.125 -2.211 -3.192
N 0.230 -1.835 -1.998
C 0.932 -0.649 -2.008
C 1.478 -0.041 -0.875
C -0.867 -3.452 -3.461
C -1.047 -3.861 -4.788
C -1.724 -5.033 -5.055
C -2.213 -5.780 -3.985
C -2.022 -5.347 -2.679
C -1.339 -4.167 -2.334
H 2.530 3.772 1.259
H 1.024 3.171 0.543
H 2.265 3.890 -0.482
H 2.976 1.637 2.354
H 3.001 0.106 1.478
H 1.472 0.946 1.738
H 4.708 2.548 0.868
H 4.473 2.633 -0.880
H 4.738 1.070 -0.107
H 2.767 2.702 -2.369
H 1.871 1.619 -4.366
H 1.377 -0.559 0.071
H -0.651 -3.277 -5.614
H -1.866 -5.368 -6.075
H -2.744 -6.706 -4.180
H -2.430 -5.971 -1.887
N -2.481 -1.521 -0.301
C -1.764 -0.538 0.500
C -2.627 0.607 1.068
C -1.902 1.968 1.168
C -1.817 2.529 2.584
N -1.130 1.541 3.390
C -0.528 1.736 4.520
N -0.616 2.891 5.221
N 0.233 0.739 5.027
C -0.913 -1.330 1.532
O -0.657 -0.771 2.649
O -0.464 -2.413 1.178
H -2.863 -1.118 -1.147
H -3.234 -1.966 0.212
H -1.031 -0.088 -0.180
H -3.037 0.310 2.038
H -3.482 0.720 0.399
H -2.389 2.707 0.530
H -0.881 1.865 0.791
H -2.820 2.722 2.981
H -1.266 3.477 2.576
H -1.036 0.506 2.970
H -1.095 3.669 4.802
H 0.108 3.112 5.881
H 0.210 -0.137 4.516
H 0.363 0.686 6.021